(1)
DFT (ωB97M-V/def2-TZVPD) results for C6H8N2O4 as an isolated structure.

Computed properties:
DFT total energy = -643.641712 a.u.
ΔE to the lowest compared entry with this formula, charge and spin = 208.47 kcal per mole
net charge = 0

```
20
C6H8N2O4 (ωB97M-V/def2-TZVPD)
O -2.987 -1.439 0.602
O -4.227 1.037 0.065
O -4.786 -1.518 -0.807
O -2.882 2.716 0.237
N -4.582 -0.970 0.171
N -3.046 1.498 0.132
C -1.953 -0.670 0.428
C -1.920 0.670 0.177
C 0.392 -0.773 -0.578
C -0.796 -1.506 0.104
C -0.644 1.386 -0.039
C 0.680 0.659 -0.063
H 0.222 -0.924 -1.609
H 1.099 0.620 0.972
H 1.353 -1.370 -0.391
H -1.199 -2.349 -0.535
H -0.671 1.706 -1.150
H 1.555 0.955 -0.792
H -0.571 -1.975 1.030
H -0.748 2.349 0.416
```



(2)
DFT (ωB97M-V/def2-TZVPD) results for a 2-piece molecular cluster, C5H8ClF overall.

Computed properties:
DFT total energy = -755.245925 a.u.
ΔE to the lowest compared entry with this formula, charge and spin = 84.24 kcal per mole
net charge = 0

```
15
C5H8ClF (ωB97M-V/def2-TZVPD)
Cl -1.558 -1.480 0.225
F 2.329 0.306 0.204
C -0.853 0.883 1.352
C -0.689 0.649 -1.200
C 1.568 -0.789 0.202
C -0.695 0.017 0.155
C 1.943 -2.031 0.297
H 1.217 -2.822 0.298
H -0.001 1.491 -1.218
H -1.689 1.015 -1.452
H -1.813 1.409 1.295
H 2.989 -2.315 0.367
H -0.059 1.629 1.385
H -0.837 0.299 2.270
H -0.393 -0.066 -1.964
```



(3)
DFT (ωB97M-V/def2-TZVPD) results for C22H16F5O5RuSeTe as an isolated structure.

Computed properties:
DFT total energy = -4487.432470 a.u.
2S+1 = 5
⟨S²⟩ = 6.062
net charge = +1

```
51
C22H16F5O5RuSeTe (ωB97M-V/def2-TZVPD)
Te 0.255 -1.439 -2.138
Ru 0.065 0.278 -0.062
Se 2.043 1.409 -0.251
F 3.516 4.940 -3.819
F 0.983 5.556 -4.568
F -0.683 2.840 -1.165
F 3.896 2.887 -2.075
F -1.103 4.643 -3.132
O -0.102 -1.163 1.284
O -1.626 -2.670 1.723
O -1.089 1.503 1.466
O -3.657 -1.277 -0.404
O -1.726 -0.264 -0.714
C -2.844 -0.501 -0.064
C -2.189 1.938 3.410
C 3.336 -4.200 0.910
C 0.959 -4.496 0.587
C 2.278 -3.146 -0.971
C 2.666 3.236 -2.382
C 0.302 3.219 -1.946
C -2.485 1.724 1.131
C 3.419 -3.288 -0.133
C 2.257 -2.237 -2.182
C -3.009 0.311 1.253
C 2.493 4.313 -3.241
C 1.598 2.672 -1.672
C -0.246 -3.202 -1.219
C -1.246 0.866 2.832
C -2.103 -0.392 2.386
C 1.238 4.716 -3.579
C -2.865 2.735 2.248
C 0.095 4.163 -2.923
C -1.272 -1.524 1.757
C 1.054 -3.685 -0.554
C 2.122 -4.741 1.279
H -2.901 1.542 4.126
H -0.036 -4.928 0.853
H -2.728 -0.818 3.098
H -4.082 0.175 1.573
H -3.947 2.778 2.243
H 1.973 -5.409 2.169
H 4.158 -4.531 1.473
H -0.991 -2.936 -0.433
H -0.654 -3.858 -1.937
H 4.393 -2.880 -0.417
H 2.270 -2.661 -3.188
H -2.479 3.680 2.063
H -2.449 2.092 0.122
H 3.031 -1.357 -2.182
H -0.277 0.780 3.357
H -1.609 2.605 4.006
```



(4)
DFT (ωB97M-V/def2-TZVPD) results for a 2-piece molecular cluster, C3H5O4S overall.

Computed properties:
DFT total energy = -816.454522 a.u.
ΔE to the lowest compared entry with this formula, charge and spin = 62.51 kcal per mole
net charge = -1

```
13
C3H5O4S (ωB97M-V/def2-TZVPD)
S -0.412 1.837 -1.247
O -1.931 0.827 -1.375
O -0.409 2.012 0.246
O 2.520 0.796 0.337
O -0.737 3.079 -1.942
C 0.515 -1.129 -0.100
C 0.402 -0.142 0.813
C 1.426 0.806 0.899
H -1.909 0.340 -0.616
H 1.391 -1.264 -0.729
H 1.275 1.619 1.684
H -0.249 -1.932 -0.235
H -0.579 -0.205 1.346
```



(5)
DFT (ωB97M-V/def2-TZVPD) results for C4H9O2 as an isolated structure.

Computed properties:
DFT total energy = -308.266250 a.u.
ΔE to the lowest compared entry with this formula, charge and spin = 49.35 kcal per mole
net charge = -1

```
15
C4H9O2 (ωB97M-V/def2-TZVPD)
O -0.041 -1.165 -0.647
O -1.794 0.160 -0.608
C 2.192 -0.174 -0.445
C 0.799 -0.432 0.189
C -1.408 0.706 0.631
C 0.123 0.836 0.700
H 1.114 -1.106 1.039
H -0.955 -0.579 -0.708
H 0.428 1.001 1.758
H 2.201 0.671 -1.124
H -1.757 1.745 0.746
H 2.455 -1.083 -0.974
H -1.738 0.023 1.416
H 2.989 -0.112 0.282
H 0.511 1.697 0.154
```



(6)
DFT (ωB97M-V/def2-TZVPD) results for a 8-piece molecular cluster, C44H32BFN3O17 overall.

Computed properties:
DFT total energy = -3263.747622 a.u.
net charge = -1

```
98
C44H32BFN3O17 (ωB97M-V/def2-TZVPD)
F 6.067 -3.078 2.266
O 0.939 -5.786 -3.478
O -4.821 8.756 6.023
O -5.849 3.992 4.158
O 0.620 1.370 -2.710
O 2.962 -6.859 1.368
O 3.632 -2.967 -2.089
O 6.875 -5.683 0.842
O -3.706 -3.516 -2.235
O 0.926 -8.985 -1.800
O 1.195 6.735 0.447
O -10.972 3.690 2.768
O 2.373 -13.008 1.361
O 3.862 -2.611 1.287
O 3.623 5.141 -2.590
O -1.456 5.345 3.718
O 2.176 9.164 -5.751
O 1.537 1.515 1.397
N 2.371 -5.367 -0.628
N 5.551 -3.871 -0.139
N 4.842 -6.457 -0.414
C -3.685 5.879 4.265
C -7.028 3.922 3.839
C 2.488 -10.701 0.897
C 5.771 -5.367 0.129
C 3.375 8.460 -3.849
C -0.837 -4.390 -4.149
C 2.313 3.369 0.167
C 2.040 -12.082 0.634
C -9.793 3.760 3.087
C 2.465 -1.192 -1.069
C 1.706 -0.103 -1.226
C 1.787 -0.405 -3.730
C 2.227 4.681 -0.071
C -2.637 -4.038 -2.520
C 1.260 -9.911 -1.074
C 2.545 -1.495 -3.573
C 2.509 8.239 -5.024
C 2.125 -9.690 0.102
C 0.505 3.569 1.915
C -8.770 2.921 2.432
C 3.290 6.067 -3.317
C -4.047 7.971 5.492
C 2.424 5.846 -4.492
C -0.130 -5.264 -3.192
C -0.763 -5.484 -1.877
C 2.061 6.857 -5.288
C -1.746 7.363 4.899
C 0.811 -11.293 -1.337
C -2.230 6.129 4.249
C -2.003 -3.819 -3.836
C -4.532 6.737 4.843
C -1.930 -4.912 -1.563
C 1.458 2.716 1.178
C 0.419 4.881 1.678
C 2.940 -1.969 -2.231
C 3.738 7.449 -3.053
C -7.483 2.996 2.783
C -2.592 8.221 5.476
C 1.174 -12.303 -0.541
C -8.050 4.761 4.494
C -9.338 4.686 4.143
C 5.080 -3.160 1.136
C 1.274 5.534 0.666
C 1.312 0.371 -2.568
B 3.405 -6.229 0.079
H -6.720 2.387 2.313
H -0.232 -6.128 -1.187
H 1.489 -0.045 -4.707
H 1.427 6.711 -6.154
H 2.558 -4.345 -0.529
H -2.407 -5.063 -0.602
H -2.534 -3.174 -4.526
H -0.115 3.074 2.653
H 3.696 9.479 -3.671
H 3.122 -10.555 1.764
H 2.103 4.827 -4.671
H 4.827 -3.755 -0.890
H 4.372 7.595 -2.187
H 2.446 -8.671 0.280
H -5.602 6.568 4.862
H 2.208 -5.656 -1.618
H -7.701 5.435 5.267
H -2.253 9.131 5.956
H 2.847 5.176 -0.809
H 1.349 0.478 -0.385
H 0.853 -13.322 -0.720
H -0.274 5.521 2.210
H -0.359 -4.239 -5.110
H -0.676 7.532 4.879
H -4.024 4.969 3.785
H 2.903 -2.075 -4.415
H 3.007 2.729 -0.366
H 2.311 -6.230 1.801
H -9.119 2.247 1.659
H 0.177 -11.439 -2.203
H -10.101 5.295 4.612
H 2.763 -1.553 -0.092
```



(7)
DFT (ωB97M-V/def2-TZVPD) results for C3H7NO2 in the gas phase.

Computed properties:
SMILES = CO[C@@]1(O)CN1
DFT total energy = -323.664634 a.u.
ΔE to the lowest compared entry with this formula, charge and spin = 73.00 kcal per mole
net charge = 0

```
13
C3H7NO2 (ωB97M-V/def2-TZVPD)
O -0.114 -0.079 -1.491
O 0.861 -0.253 0.591
N -1.655 0.452 0.080
C -1.431 -0.966 0.403
C -0.289 -0.247 -0.141
C 1.968 0.490 0.077
H 2.371 0.038 -0.837
H -1.334 -1.164 1.466
H -0.955 0.423 -1.583
H 1.679 1.523 -0.130
H 2.733 0.466 0.858
H -1.959 -1.718 -0.172
H -1.876 1.035 0.879
```



(8)
DFT (ωB97M-V/def2-TZVPD) results for an isolated ion of composition C29H50N3O6S2 and charge +1.

Computed properties:
SMILES = CCCCN(CCCCc1c(O)c(C(=O)O)c(N)c(C[C@H](C)O)[n+]1CCCCCCOC(C)=O)C(=S)SCCC
DFT total energy = -2546.688626 a.u.
net charge = +1

```
90
C29H50N3O6S2 (ωB97M-V/def2-TZVPD)
S 3.868 2.409 -3.501
S 6.318 1.895 -1.892
O -7.409 1.553 -1.876
O 1.448 -4.955 2.857
O 1.678 -3.608 -1.102
O -9.652 1.222 -1.512
O 2.198 -5.474 0.839
O -3.019 -2.473 2.434
N 3.737 1.849 -0.801
N -0.469 -0.822 0.254
N -0.218 -2.818 3.463
C 0.919 -2.850 -0.213
C 3.393 0.441 -0.518
C 0.480 -1.212 -2.136
C -1.063 0.429 -0.260
C -5.428 1.190 -0.538
C 0.806 -3.321 1.192
C -4.601 0.234 0.434
C 1.587 -0.115 -2.391
C -2.821 -1.220 3.092
C -2.820 -1.518 4.661
C 2.607 2.790 -0.628
C -0.014 -2.455 2.070
C 1.493 -4.618 1.706
C -0.652 -1.217 1.576
C -8.877 0.394 -3.608
C 2.799 3.491 0.814
C -1.509 -0.446 2.610
C -8.692 1.103 -2.220
C 9.019 0.750 -2.325
C 8.166 -0.294 -1.513
C 1.466 4.228 2.934
C -3.513 -0.621 -0.316
C 4.479 2.047 -2.018
C 3.005 -0.454 -1.748
C 1.406 3.380 1.593
C -6.868 0.654 -0.854
C 6.706 0.227 -1.158
C -2.416 0.244 -1.058
C 0.282 -1.589 -0.635
H 3.100 -5.090 0.816
H 2.594 3.634 -1.362
H 0.721 -2.862 3.882
H 3.773 -0.517 -2.557
H 3.564 2.882 1.373
H 1.504 3.500 3.786
H -0.593 -3.773 3.501
H -1.801 0.589 2.321
H 8.100 -1.287 -2.042
H -4.087 0.924 1.165
H -9.289 -0.639 -3.434
H -5.346 -0.431 0.944
H -3.441 -3.101 3.046
H -2.222 -0.779 5.248
H -0.865 -0.339 3.531
H -0.352 0.941 -0.968
H -3.896 -1.471 5.000
H 3.117 4.551 0.665
H 10.044 0.321 -2.525
H 6.611 0.297 -0.041
H -5.546 2.208 -0.077
H 8.687 -0.472 -0.531
H -3.016 -1.400 0.315
H -9.545 0.984 -4.280
H -1.263 1.195 0.533
H -4.066 -1.189 -1.122
H -0.462 -0.843 -2.626
H 4.287 -0.039 -0.031
H 0.610 3.730 0.876
H -7.512 0.770 0.052
H 9.186 1.678 -1.716
H 1.024 -4.079 -1.653
H 5.903 -0.468 -1.518
H 1.258 0.933 -2.156
H -7.897 0.275 -4.151
H 2.566 0.436 0.246
H -3.678 -0.504 2.927
H -2.297 -0.169 -2.088
H 1.593 2.314 -0.588
H 8.559 0.956 -3.322
H -6.854 -0.378 -1.291
H 1.766 -0.111 -3.507
H 0.553 4.874 2.965
H 1.236 2.279 1.746
H -2.836 1.284 -1.189
H 2.402 4.849 2.878
H -4.904 1.286 -1.534
H 2.906 -1.509 -1.350
H -2.497 -2.576 4.873
H 0.781 -2.114 -2.737
```